(1)
# C40H49I2MoN2O4S2Sb2

C40H49I2MoN2O4S2Sb2 as an isolated structure (ωB97M-V/def2-TZVPD, the OMol25 dataset).

Each line ends with the Löwdin spin population.
Element x y z (Å)
Mo1 -0.16 0.14 0.34  1.811
I1 -4.69 -1.43 2.62  0.006
C1 -3.24 -0.10 3.25  0.021
C2 -3.38 0.50 4.53  -0.006
C3 -2.47 1.39 5.02  0.018
I2 -2.76 2.22 6.89  0.004
C4 -1.33 1.73 4.22  -0.001
C5 -0.31 2.62 4.60  0.017
C6 0.75 2.86 3.76  -0.002
C7 0.80 2.20 2.52  0.016
N1 -0.14 1.35 2.14  -0.007
C8 -1.20 1.11 2.96  0.001
C9 -2.16 0.20 2.46  -0.005
O1 -1.93 -0.34 1.25  0.074
H1 -4.25 0.24 5.12  -0.001
H2 -0.36 3.11 5.56  0.001
H3 1.54 3.54 4.03  0.000
H4 1.62 2.35 1.83  0.000
O2 0.43 -1.54 1.47  0.030
S1 0.65 -1.55 3.02  0.008
C10 2.13 -2.59 3.17  -0.001
C11 3.15 -2.16 2.13  0.000
C12 3.61 -0.71 2.31  0.000
C13 4.30 -0.13 1.08  0.000
S2 3.19 -0.13 -0.35  0.008
O3 1.91 0.57 0.18  0.032
C14 3.95 1.03 -1.42  0.001
C15 4.19 2.35 -1.02  0.000
C16 4.80 3.21 -1.92  0.000
C17 5.17 2.75 -3.18  0.000
C18 4.93 1.44 -3.56  0.000
C19 4.31 0.57 -2.68  0.000
C20 -0.62 -2.59 3.68  0.003
C21 -0.90 -2.44 5.03  0.001
C22 -1.87 -3.25 5.60  0.000
C23 -2.55 -4.16 4.81  0.000
C24 -2.27 -4.28 3.45  0.000
C25 -1.29 -3.49 2.87  0.001
H5 1.83 -3.63 3.07  0.000
H6 2.46 -2.41 4.20  0.000
H7 2.70 -2.31 1.15  0.000
H8 4.00 -2.85 2.18  0.000
H9 4.30 -0.62 3.15  0.000
H10 2.76 -0.07 2.54  0.000
H11 5.16 -0.72 0.75  0.000
H12 4.63 0.89 1.24  0.000
H13 3.91 2.69 -0.03  0.000
H14 5.02 4.23 -1.63  0.000
H15 5.67 3.42 -3.87  0.000
H16 5.23 1.09 -4.54  0.000
H17 4.12 -0.46 -2.96  0.000
H18 -0.38 -1.70 5.64  0.000
H19 -2.11 -3.16 6.65  0.000
H20 -3.32 -4.79 5.25  0.000
H21 -2.82 -4.99 2.84  0.000
H22 -1.07 -3.56 1.82  0.000
C26 1.78 -3.17 -1.69  -0.013
Sb1 0.11 -1.86 -1.64  -0.012
C27 -1.44 -3.30 -1.74  0.001
C28 0.16 -1.00 -3.61  0.004
C29 -1.14 -1.16 -4.35  0.000
C30 -1.30 -2.25 -5.19  0.000
C31 -2.49 -2.46 -5.88  -0.001
C32 -3.54 -1.56 -5.72  0.000
C33 -3.38 -0.47 -4.90  -0.001
C34 -2.19 -0.24 -4.20  0.000
C35 -2.10 0.96 -3.31  -0.015
Sb2 -2.40 0.48 -1.25  -0.040
C36 -3.87 -1.02 -1.28  -0.012
C37 -3.33 2.16 -0.39  0.000
H23 1.56 -3.90 -2.46  -0.002
H24 1.90 -3.67 -0.74  0.000
H25 2.69 -2.63 -1.94  0.000
H26 -2.06 -3.09 -2.61  0.000
H27 -2.04 -3.28 -0.83  0.000
H28 -0.98 -4.28 -1.85  0.000
H29 0.97 -1.50 -4.14  0.000
H30 0.45 0.04 -3.48  0.000
H31 -0.48 -2.95 -5.33  0.000
H32 -2.59 -3.32 -6.53  0.000
H33 -4.46 -1.71 -6.26  0.000
H34 -4.19 0.24 -4.80  0.000
H35 -2.89 1.68 -3.55  -0.002
H36 -1.15 1.50 -3.40  0.000
H37 -4.83 -0.53 -1.21  -0.002
H38 -3.73 -1.68 -0.43  0.000
H39 -3.80 -1.57 -2.22  0.000
H40 -4.40 2.00 -0.41  0.000
H41 -3.07 3.05 -0.97  0.000
H42 -3.00 2.28 0.64  0.000
C38 -0.44 4.80 -0.61  0.001
N2 0.48 4.03 -1.44  0.012
C39 1.30 4.78 -2.40  0.001
C40 0.57 2.73 -1.36  0.008
O4 -0.13 2.04 -0.58  0.043
H43 0.10 5.63 -0.15  0.000
H44 -0.86 4.16 0.15  0.000
H45 -1.23 5.21 -1.24  0.000
H46 2.01 5.41 -1.86  0.000
H47 0.65 5.42 -3.00  0.000
H48 1.83 4.09 -3.05  0.000
H49 1.29 2.26 -2.04  0.001

calculated total energy: -3903.7352 a.u.
total charge: +3
2S+1: 3
gap between HOMO and LUMO (alpha / beta): 6.56 / 6.47 eV
E_HOMO (alpha / beta): -14.555 / -14.684 eV

=====

(2)
# C5H7N3

One molecule with the formula C5H7N3 (ωB97M-V/def2-TZVPD, the OMol25 dataset).

Each line ends with the Mulliken charge.
Element x y z (Å)
C1 0.46 1.88 1.47  -0.242
N1 -0.32 0.84 1.47  -0.273
N2 0.92 -0.26 1.31  -0.538
C2 0.37 -0.89 0.40  0.562
C3 1.33 -1.99 -0.17  0.151
N3 1.66 -2.99 -0.73  -0.445
C4 -1.01 -0.78 -0.26  -0.486
C5 -0.58 0.26 -1.40  -0.719
H1 -0.13 2.88 1.89  0.228
H2 1.63 1.85 1.54  0.288
H3 -1.81 -0.53 0.26  0.418
H4 -1.07 -1.88 -0.54  0.288
H5 -0.77 1.46 -0.90  0.204
H6 0.57 -0.06 -1.85  0.276
H7 -1.28 0.20 -2.49  0.287

calculated total energy: -358.7491 a.u.
total charge: 0
2S+1: 1
gap between HOMO and LUMO: 10.89 eV
E_HOMO: -10.700 eV

=====

(3)
# C9H14

A 2-piece molecular cluster, C9H14 overall (ωB97M-V/def2-TZVPD, the OMol25 dataset).

Each line ends with the Mulliken charge.
Element x y z (Å)
C1 -2.38 1.23 -1.31  -1.373
C2 -1.10 1.26 -0.51  0.760
C3 -0.36 0.13 -0.27  -0.200
C4 0.81 0.19 0.52  -0.174
C5 1.26 1.41 0.97  -0.663
C6 0.51 2.57 0.72  -0.393
C7 -0.67 2.49 0.02  -0.510
H1 -3.24 1.22 -0.64  0.289
H2 -2.37 0.37 -1.99  0.356
H3 -2.46 2.11 -1.96  0.356
H4 -0.54 -0.84 -0.73  0.111
H5 1.39 -0.71 0.58  0.303
H6 1.99 1.48 1.77  0.340
H7 0.93 3.50 1.09  0.360
H8 -1.27 3.38 -0.16  0.353
C8 0.82 -3.56 -0.65  -0.828
C9 1.13 -3.72 0.84  -0.726
H9 0.74 -4.54 -1.11  0.346
H10 -0.12 -3.06 -0.85  0.220
H11 1.59 -2.98 -1.15  0.295
H12 1.34 -2.76 1.32  0.221
H13 2.01 -4.33 1.03  0.306
H14 0.25 -4.13 1.32  0.250

calculated total energy: -351.3171 a.u.
total charge: 0
2S+1: 1
gap between HOMO and LUMO: 10.09 eV
E_HOMO: -9.030 eV

=====

(4)
# C2H12NO3

A 4-piece molecular cluster, C2H12NO3 overall (ωB97M-V/def2-TZVPD, the OMol25 dataset).

Each line ends with the Löwdin spin population.
Element x y z (Å)
C1 -1.40 0.46 -0.60  0.389
C2 -1.00 0.39 -1.92  0.446
N1 -0.56 1.13 0.36  0.072
H1 -2.40 0.24 -0.21  0.012
H2 -1.26 -0.43 -2.60  0.020
H3 -0.32 1.08 -2.42  0.021
H4 -0.44 2.11 0.04  0.014
H5 0.50 0.74 0.28  0.011
H6 -1.05 1.19 1.27  0.000
H7 1.84 0.03 1.53  0.000
H8 2.29 -0.57 0.22  0.001
O1 1.79 0.20 0.58  0.007
H9 2.64 -2.40 -1.39  0.000
H10 3.87 -1.50 -1.67  0.000
O2 3.06 -1.55 -1.19  0.002
H11 -3.20 0.02 2.52  0.000
H12 -2.11 -1.03 2.73  0.000
O3 -2.25 -0.11 2.46  0.007

calculated total energy: -363.0894 a.u.
total charge: +2
2S+1: 2
gap between HOMO and LUMO (alpha / beta): 7.81 / 4.89 eV
E_HOMO (alpha / beta): -18.631 / -18.622 eV

=====

(5)
# C4H5N3S

One molecule with the formula C4H5N3S (ωB97M-V/def2-TZVPD, the OMol25 dataset).

Each line ends with the Mulliken charge.
Element x y z (Å)
H1 -2.79 -0.33 -0.09  0.220
N1 -2.18 -1.08 0.22  -0.773
C1 -1.03 -0.63 -0.05  0.826
C2 -0.92 0.82 -0.44  -0.334
C3 0.35 1.47 -0.40  -0.389
N2 1.43 1.02 0.46  -0.415
C4 2.13 -0.04 0.39  0.056
S1 1.53 -1.50 -0.53  -0.027
N3 -0.03 -1.45 0.20  -0.390
H2 -1.80 1.31 -0.88  0.272
H3 0.46 2.66 -0.55  0.282
H4 3.24 -0.06 0.66  0.334
H5 -0.38 -2.18 1.02  0.338

calculated total energy: -717.7538 a.u.
total charge: 0
2S+1: 1
gap between HOMO and LUMO: 8.45 eV
E_HOMO: -8.720 eV

=====

(6)
# C2H3NOS

A 2-piece molecular cluster, C2H3NOS overall (ωB97M-V/def2-TZVPD, the OMol25 dataset).

Each line ends with the Mulliken charge.
Element x y z (Å)
N1 0.86 -0.15 0.20  -0.419
C1 1.43 -0.66 -0.72  0.557
O1 1.73 -0.98 -1.79  -0.375
H1 1.06 -0.09 1.18  0.256
C2 -1.28 0.56 0.14  -0.312
S1 -2.04 -0.56 1.04  -0.209
H2 -0.84 1.32 0.78  0.235
H3 -0.91 0.55 -0.82  0.267

calculated total energy: -606.1217 a.u.
total charge: 0
2S+1: 1
gap between HOMO and LUMO: 8.28 eV
E_HOMO: -8.625 eV

=====

(7)
# C33H32BrCoN3OSiTe

C33H32BrCoN3OSiTe as an isolated structure (ωB97M-V/def2-TZVPD, the OMol25 dataset).

Each line ends with the Löwdin spin population.
Element x y z (Å)
Co1 0.04 0.53 0.03  2.621
Br1 5.88 0.13 4.20  0.003
C1 4.50 -0.04 2.90  0.009
C2 4.86 -0.25 1.56  0.001
C3 3.87 -0.40 0.62  0.008
C4 2.50 -0.38 0.96  0.018
O1 1.61 -0.61 0.04  0.068
C5 2.15 -0.14 2.33  0.012
C6 0.79 -0.10 2.72  0.012
N1 -0.18 -0.25 1.85  0.056
C7 -1.49 -0.51 2.15  0.003
C8 -1.99 -0.86 3.40  0.008
C9 -3.36 -1.07 3.58  -0.002
C10 -4.24 -0.97 2.53  0.007
C11 -3.76 -0.70 1.22  0.000
C12 -4.59 -0.60 0.08  0.013
C13 -4.03 -0.31 -1.14  0.001
C14 -2.64 -0.15 -1.23  0.017
N2 -1.84 -0.21 -0.19  0.039
C15 -2.37 -0.48 1.03  0.009
C16 3.18 0.04 3.27  -0.001
H1 5.90 -0.28 1.28  0.000
H2 4.13 -0.57 -0.41  0.000
H3 0.56 0.04 3.78  0.002
H4 -1.33 -0.96 4.25  0.001
H5 -3.73 -1.29 4.57  0.000
H6 -5.30 -1.10 2.69  0.000
H7 -5.65 -0.75 0.18  0.001
H8 -4.63 -0.21 -2.03  0.000
H9 -2.17 0.02 -2.19  0.001
H10 2.92 0.22 4.30  0.000
C17 1.80 1.51 -2.13  0.011
Si1 1.17 3.07 -1.23  0.013
C18 2.55 3.89 -0.20  0.002
C19 0.50 4.27 -2.56  0.002
N3 -0.09 2.48 -0.14  0.103
C20 -0.88 3.33 0.57  0.010
C21 -0.72 4.73 0.53  0.017
C22 -1.58 5.57 1.19  -0.001
C23 -2.63 5.07 1.95  0.019
C24 -2.78 3.69 2.04  -0.001
C25 -1.93 2.84 1.37  0.017
H11 2.08 1.76 -3.15  0.001
H12 1.04 0.72 -2.18  0.004
H13 2.69 1.10 -1.65  0.000
H14 3.38 4.20 -0.82  0.000
H15 2.94 3.21 0.56  0.000
H16 2.20 4.78 0.32  0.000
H17 1.33 4.67 -3.14  0.000
H18 -0.03 5.11 -2.13  0.000
H19 -0.18 3.79 -3.25  0.000
H20 0.10 5.16 -0.02  0.001
H21 -1.45 6.64 1.11  0.000
H22 -3.30 5.73 2.46  0.001
H23 -3.58 3.28 2.64  -0.001
H24 -2.07 1.78 1.46  0.001
C26 0.18 -5.28 -0.27  0.060
Te1 0.67 -3.22 0.22  0.735
C27 0.75 -3.04 -1.93  0.058
C28 0.86 -4.41 -2.50  0.003
C29 1.23 -4.61 -3.82  -0.001
C30 1.33 -5.89 -4.34  -0.001
C31 1.06 -6.98 -3.53  -0.001
C32 0.69 -6.80 -2.21  -0.001
C33 0.59 -5.51 -1.69  0.004
H25 -0.90 -5.44 -0.16  0.014
H26 0.68 -5.98 0.41  0.007
H27 1.59 -2.40 -2.21  0.006
H28 -0.17 -2.55 -2.27  0.013
H29 1.45 -3.75 -4.44  0.000
H30 1.63 -6.03 -5.36  0.000
H31 1.15 -7.98 -3.93  0.000
H32 0.48 -7.65 -1.58  0.000

calculated total energy: -6030.3280 a.u.
total charge: +1
2S+1: 5
gap between HOMO and LUMO (alpha / beta): 5.28 / 2.39 eV
E_HOMO (alpha / beta): -8.983 / -8.888 eV

=====

Q: What is the formula in the third record?
A: C9H14